No. 1
{"formula": "C11H44O11", "method": "the ωB97M-V functional and the def2-TZVPD basis", "total_energy_ev": -34638.050, "relative_energy_ev": 2.350, "smiles": "CO.CO.CO.CO.CO.CO.CO.CO.CO.CO.CO", "homo_ev": -9.58, "lumo_ev": -0.0706, "symbols": ["C", "O", "H", "H", "H", "H", "C", "O", "H", "H", "H", "H", "C", "O", "H", "H", "H", "H", "C", "O", "H", "H", "H", "H", "C", "O", "H", "H", "H", "H", "C", "O", "H", "H", "H", "H", "C", "O", "H", "H", "H", "H", "C", "O", "H", "H", "H", "H", "C", "O", "H", "H", "H", "H", "C", "O", "H", "H", "H", "H", "C", "O", "H", "H", "H", "H"], "coordinates": [[22.2182, 17.5208, 0.2704], [22.1599, 16.1181, 0.0240], [21.2846, 17.9436, 0.6457], [23.0118, 17.7220, 1.0003], [22.4948, 18.0659, -0.6307], [21.4565, 15.7456, 0.5675], [25.4240, 14.7101, 0.0479], [24.3061, 14.5867, 0.9343], [25.5780, 15.7170, -0.3398], [26.3341, 14.4539, 0.5934], [25.3334, 13.9717, -0.7564], [23.6527, 15.2281, 0.5895], [20.7371, 16.8141, 4.9705], [21.1956, 16.7161, 3.6262], [20.6739, 15.8411, 5.4589], [21.3939, 17.5301, 5.4617], [19.7562, 17.2962, 5.0523], [20.5280, 16.2889, 3.0747], [18.7328, 15.1051, 0.5176], [19.7278, 15.3520, 1.5318], [18.1107, 16.0021, 0.4013], [19.1950, 14.9822, -0.4635], [18.1229, 14.2357, 0.7555], [19.3460, 14.8973, 2.2919], [26.9898, 18.0318, 1.6831], [27.6287, 16.9984, 0.9478], [27.4596, 19.0107, 1.5633], [25.9493, 18.0862, 1.3750], [27.0193, 17.7869, 2.7490], [28.5629, 16.9817, 1.1680], [21.6458, 20.1191, 3.1842], [20.6875, 21.0110, 3.7630], [21.9444, 19.4026, 3.9617], [21.3133, 19.4257, 2.4048], [22.4992, 20.7403, 2.9199], [19.8396, 20.5935, 3.5352], [18.1606, 18.5076, 2.9927], [18.3362, 19.9093, 2.6975], [17.2308, 18.1898, 2.5074], [18.9525, 17.9518, 2.4954], [18.0134, 18.2941, 4.0490], [17.4926, 20.1982, 2.3458], [23.9191, 16.8574, -3.3731], [23.5024, 16.6694, -4.7079], [24.9168, 17.3070, -3.2933], [23.2657, 17.5388, -2.8119], [23.9396, 15.9490, -2.7722], [23.3501, 17.5500, -5.0615], [24.6245, 16.5183, 4.0647], [23.7378, 17.6063, 4.0652], [24.3244, 15.6673, 4.6837], [24.8474, 16.1348, 3.0619], [25.5926, 16.8538, 4.4453], [22.8799, 17.3025, 3.7123], [21.8503, 12.1906, 0.6098], [23.2295, 11.9767, 0.4148], [21.3343, 11.2853, 0.2883], [21.6469, 12.3779, 1.6686], [21.4581, 13.0006, -0.0176], [23.7243, 12.7547, 0.7182], [22.7629, 21.1472, -0.5043], [22.2910, 20.3236, -1.5844], [23.7842, 20.8890, -0.2489], [22.6703, 22.2051, -0.7669], [22.0979, 20.9773, 0.3496], [21.3536, 20.5003, -1.6853]]}

=====

No. 2
{"formula": "C14H15IrN9O2S2SbSe5", "method": "the ωB97M-V functional and the def2-TZVPD basis", "spin_multiplicity": 6, "total_energy_ev": -390045.931, "relative_energy_ev": 1.574, "total_charge": -1, "homo_ev": [-4.45, -5.29], "lumo_ev": [1.9477, 0.0859], "symbols": ["Ir", "Se", "Sb", "Se", "Se", "Se", "N", "C", "C", "C", "C", "C", "C", "S", "O", "O", "N", "C", "N", "C", "C", "C", "N", "H", "H", "H", "H", "H", "H", "H", "H", "H", "C", "C", "N", "N", "C", "S", "N", "N", "H", "H", "H", "H", "H", "H", "Se", "C", "N"], "coordinates": [[0.8621, 0.4874, 0.5924], [-0.9934, -1.2128, 6.5995], [-1.3492, 0.5705, 5.0080], [-0.4403, -0.2771, 2.5044], [0.9483, 1.6429, 2.8439], [-3.6127, 1.2304, 4.5924], [1.0200, -5.7420, 5.3290], [1.4234, -4.8879, 4.3069], [1.6563, -5.3873, 3.0223], [2.0633, -4.5451, 2.0061], [2.2489, -3.1925, 2.2691], [2.0400, -2.6910, 3.5476], [1.6371, -3.5392, 4.5639], [2.5592, -2.0793, 0.9513], [2.7683, -0.7747, 1.5686], [3.6154, -2.5963, 0.1274], [1.1194, -1.8993, 0.2002], [0.8675, -2.6375, -0.9308], [1.4908, -3.8025, -1.1290], [1.2491, -4.4180, -2.2685], [0.3561, -3.9407, -3.2163], [-0.3241, -2.7949, -2.8519], [-0.0951, -2.1465, -1.7246], [0.5655, -6.5897, 5.0281], [0.5512, -5.2951, 6.1025], [1.4983, -6.4390, 2.8212], [2.2232, -4.9165, 1.0046], [2.1812, -1.6350, 3.7397], [1.4447, -3.1320, 5.5508], [1.7823, -5.3495, -2.4269], [0.1825, -4.4422, -4.1548], [-1.0933, -2.3801, -3.4978], [-4.0530, -0.0782, -2.9994], [-3.4099, 1.0974, -2.3678], [-3.7537, 2.3369, -2.5260], [-2.8777, 3.0173, -1.7189], [-2.0216, 2.2367, -1.0392], [-0.8367, 2.7238, 0.0314], [-2.3683, 0.9791, -1.4843], [-1.7667, -0.1820, -1.0539], [-4.7886, 0.2680, -3.7208], [-4.5547, -0.6933, -2.2512], [-3.3137, -0.7006, -3.5040], [-2.9229, 4.0208, -1.6450], [-1.1662, -0.6497, -1.7678], [-2.4313, -0.8084, -0.6100], [1.9917, 0.6613, -1.6681], [2.0492, 2.4740, -2.1591], [2.1009, 3.5691, -2.5184]]}

=====

No. 3
{"formula": "C2H6NO4S2", "method": "the ωB97M-V functional and the def2-TZVPD basis", "total_energy_ev": -33512.512, "relative_energy_ev": 0.000, "total_charge": 1, "homo_ev": -14.39, "lumo_ev": -4.3218, "symbols": ["C", "C", "N", "O", "O", "O", "O", "S", "S", "H", "H", "H", "H", "H", "H"], "coordinates": [[-1.4801, -0.4600, 0.1234], [-0.3082, 0.4412, 0.4341], [0.5980, 0.4863, -0.7198], [-4.1781, 1.1902, 0.2172], [-4.3262, -1.1971, -0.4106], [-2.4428, -0.4628, 1.1332], [-2.2311, 0.1851, -0.9193], [-0.9536, -2.1771, -0.3440], [-3.5994, -0.0625, -0.0377], [0.1150, -0.1701, 1.2009], [-0.7363, 1.3990, 0.8102], [0.6331, -0.4298, -1.3224], [1.5241, 0.8129, -0.5428], [0.3569, 1.1448, -1.4080], [-1.8994, -2.7133, 0.5044]]}